Entry 1:
{"formula": "C2H4Cl2S", "method": "ωB97M-V with the def2-TZVPD basis set", "species": ["C", "C", "S", "Cl", "Cl", "H", "H", "H", "H"], "positions_angstrom": [[0.6803, -0.9372, -0.6286], [0.6853, 0.3232, 0.1169], [-2.2494, 1.6954, 0.7025], [1.5504, 1.7297, -0.5735], [-0.2046, 0.6184, 1.3886], [1.6683, -1.3603, -0.5248], [0.0017, -1.4841, -0.0017], [0.4384, -0.9829, -1.7413], [-2.5703, 0.3978, 1.2620]], "relative_energy_kj_mol": 362.9, "orbital_gap_ev": [7.19, 8.02]}

***

Entry 2:
{"formula": "C5H10O", "method": "ωB97M-V with the def2-TZVPD basis set", "species": ["C", "C", "C", "O", "C", "C", "H", "H", "H", "H", "H", "H", "H", "H", "H", "H"], "positions_angstrom": [[-1.7915, 0.3354, -1.0875], [-0.2756, 0.1554, -1.0680], [0.3609, 0.1975, 0.3082], [0.1613, 1.4816, 0.8486], [0.4423, -0.9454, 1.2911], [1.6668, -0.5074, 0.5198], [-2.1522, 0.4264, -2.1189], [-2.0811, 1.2425, -0.5487], [-2.3008, -0.5174, -0.6267], [0.1876, 0.9798, -1.6269], [0.0058, -0.7701, -1.5842], [0.8707, 1.6693, 1.4710], [0.4101, -0.6424, 2.3369], [0.0216, -1.9312, 1.1120], [2.4739, -0.0149, 1.0576], [2.0002, -1.1589, -0.2843]], "relative_energy_kj_mol": 108.2, "orbital_gap_ev": 10.41, "smiles": "CCC1(O)CC1"}

***

Entry 3:
{"formula": "C15H33Br2GeNO5Re", "method": "ωB97M-V with the def2-TZVPD basis set", "species": ["Re", "C", "C", "C", "C", "O", "Ge", "O", "C", "C", "C", "C", "O", "C", "C", "C", "C", "H", "H", "H", "H", "H", "H", "H", "H", "H", "H", "H", "H", "H", "H", "H", "H", "H", "H", "H", "H", "H", "H", "H", "H", "H", "H", "H", "Br", "C", "Br", "H", "H", "N", "C", "C", "O", "O", "H", "H", "H", "H"], "positions_angstrom": [[-0.4734, -0.5554, -0.0738], [3.1409, -1.0525, 0.2094], [2.2762, -2.0449, 1.0031], [2.8069, -3.4695, 0.8307], [2.3562, -1.6172, 2.4912], [0.9326, -2.0673, 0.5933], [0.2139, -3.4635, -0.9056], [-1.5884, -2.0402, -0.0854], [-2.7920, -2.6463, 0.2992], [-2.7637, -4.1436, -0.0317], [-3.9428, -1.9684, -0.4667], [-2.9697, -2.4448, 1.8163], [0.2987, -1.9084, -1.9277], [0.7274, -1.6601, -3.2699], [0.5104, -0.1823, -3.5601], [2.1833, -2.0973, -3.4392], [-0.1567, -2.5200, -4.2029], [4.1901, -1.2830, 0.3781], [2.9762, -0.0183, 0.5021], [2.9070, -1.1581, -0.8508], [3.8094, -3.5437, 1.2460], [2.8617, -3.7251, -0.2363], [2.1650, -4.1937, 1.3386], [3.3903, -1.6534, 2.8243], [1.7614, -2.2993, 3.0936], [1.9936, -0.6004, 2.6140], [-2.5861, -4.3013, -1.1017], [-3.7231, -4.5908, 0.2181], [-1.9990, -4.6607, 0.5579], [-3.7797, -2.0198, -1.5398], [-4.0477, -0.9268, -0.1806], [-4.8671, -2.4882, -0.2318], [-2.0522, -2.7104, 2.3374], [-3.7620, -3.0979, 2.1716], [-3.2494, -1.4191, 2.0368], [0.8624, 0.4163, -2.7160], [-0.5486, 0.0156, -3.7195], [1.0501, 0.1116, -4.4562], [2.8567, -1.4312, -2.8921], [2.4721, -2.0705, -4.4883], [2.3109, -3.1191, -3.0684], [-1.2072, -2.2887, -4.0289], [0.0332, -3.5782, -4.0087], [0.0818, -2.3043, -5.2409], [-2.2702, 1.0451, -1.5072], [-2.3797, 3.0163, -1.6173], [-1.3073, 3.8559, -0.2498], [-3.4336, 3.2651, -1.4709], [-2.0225, 3.3054, -2.6083], [-1.0415, 0.5931, 1.8131], [-0.0202, 1.5731, 2.2014], [0.9625, 1.7913, 1.0037], [1.7709, 2.6557, 0.9909], [0.7710, 0.8580, 0.0916], [-1.9216, 1.0843, 1.6410], [-1.2110, -0.0579, 2.5833], [0.5705, 1.2341, 3.0564], [-0.4317, 2.5539, 2.4554]], "relative_energy_kj_mol": 302.6, "orbital_gap_ev": [5.90, 6.08], "total_charge": 3}

***

Entry 4:
{"formula": "C20H13Cl2N6O2V", "method": "ωB97M-V with the def2-TZVPD basis set", "species": ["V", "C", "C", "N", "C", "C", "N", "C", "C", "C", "C", "C", "N", "C", "C", "N", "C", "C", "N", "C", "C", "C", "N", "C", "C", "H", "H", "H", "H", "H", "H", "H", "H", "H", "H", "H", "H", "Cl", "C", "Cl", "C", "O", "O", "H"], "positions_angstrom": [[-0.3851, -2.2176, -0.3076], [-2.3911, -2.4411, 3.3431], [-1.3813, -2.7724, 2.4416], [-0.9003, -1.8661, 1.5973], [-1.4054, -0.6118, 1.6797], [-2.4697, -0.3325, 2.5354], [-2.9479, -1.2428, 3.3563], [-0.7340, 0.3033, 0.7738], [-0.5931, 1.6742, 0.8952], [0.3354, 2.3478, 0.0921], [1.1127, 1.5901, -0.7903], [0.9031, 0.2191, -0.8743], [-0.0520, -0.3934, -0.1503], [1.7206, -0.7725, -1.5455], [2.6947, -0.5320, -2.5189], [3.4168, -1.5051, -3.0299], [3.2018, -2.7325, -2.5782], [2.2270, -3.0045, -1.6267], [1.4654, -2.0360, -1.1133], [0.5543, 3.7887, 0.2772], [0.8231, 4.6375, -0.7963], [1.0289, 5.9862, -0.5417], [0.9857, 6.4953, 0.6717], [0.7318, 5.7100, 1.6986], [0.5048, 4.3502, 1.5550], [-2.7877, -3.1677, 4.0379], [-0.9759, -3.7769, 2.3922], [-2.9640, 0.6285, 2.5288], [-1.1808, 2.2140, 1.6172], [1.9039, 2.0627, -1.3488], [2.8886, 0.4666, -2.8863], [3.8114, -3.5174, -2.9994], [2.0563, -4.0130, -1.2738], [0.8408, 4.2652, -1.8076], [1.2397, 6.6828, -1.3419], [0.7090, 6.1852, 2.6699], [0.3289, 3.7397, 2.4250], [-0.8921, -2.9137, -2.6345], [-1.6911, -4.1512, -1.6823], [-0.5742, -4.6302, -0.4171], [-2.8411, -3.4141, -0.8771], [-3.9427, -3.8920, -0.8611], [-2.3756, -2.3978, -0.3039], [-1.9997, -5.0108, -2.2805]], "multiplicity": 2, "relative_energy_kj_mol": 72.1, "orbital_gap_ev": [7.78, 5.60], "total_charge": 1}

***

Entry 5:
{"formula": "C7H12N4OS", "method": "ωB97M-V with the def2-TZVPD basis set", "species": ["C", "C", "C", "C", "C", "C", "C", "N", "N", "N", "N", "O", "S", "H", "H", "H", "H", "H", "H", "H", "H", "H", "H", "H", "H"], "positions_angstrom": [[-1.0813, 2.9504, 0.3073], [-1.2821, 0.8777, 0.6389], [0.0709, -0.7854, 1.8576], [2.2099, -0.8761, -2.0244], [0.8932, -0.2140, -1.4523], [0.1258, -1.2841, -0.8085], [-0.9213, -0.5302, 0.8224], [-0.3851, 1.8448, 0.7599], [-2.2700, 2.6765, -0.1902], [-2.4388, 1.3345, 0.0328], [1.0634, 0.1299, 1.8611], [0.2069, -1.8025, 2.4819], [-2.3584, -1.6116, 0.9804], [-0.5282, 3.7978, 0.0737], [2.9200, -0.0572, -2.2301], [2.1218, -1.3576, -2.9420], [2.5633, -1.4788, -1.1927], [1.2487, 0.4225, -0.7182], [0.3378, 0.3660, -2.2256], [0.6225, -1.9447, -0.0416], [-0.6966, -1.7966, -1.3850], [-3.3409, 1.0001, 0.0947], [0.9293, 0.9937, 1.3278], [1.6591, 0.0585, 2.7061], [-1.6701, -2.7135, 1.2658]], "relative_energy_kj_mol": 84.4, "orbital_gap_ev": 8.92}

***

Entry 6:
{"formula": "C29H20BrN5O5V", "method": "ωB97M-V with the def2-TZVPD basis set", "species": ["V", "O", "C", "O", "C", "C", "C", "N", "C", "C", "C", "C", "C", "C", "C", "N", "C", "C", "C", "C", "C", "N", "H", "H", "H", "H", "H", "H", "H", "H", "H", "H", "Br", "C", "C", "C", "C", "C", "C", "C", "O", "O", "H", "H", "H", "H", "N", "C", "O", "C", "C", "C", "N", "C", "C", "H", "H", "H", "H", "H", "H"], "positions_angstrom": [[0.8820, -0.0093, -0.7996], [2.9189, -4.6318, 3.8610], [1.9809, -4.8423, 3.0864], [1.2345, -5.8004, 2.8619], [1.8354, -3.7100, 2.0048], [2.6596, -2.5889, 2.0517], [2.4483, -1.5852, 1.1305], [1.4511, -1.6678, 0.2403], [0.7575, -2.8039, 0.0857], [0.9114, -3.8483, 0.9717], [-0.0195, -2.7949, -1.1724], [-0.8109, -3.8402, -1.6117], [-1.4116, -3.7450, -2.8576], [-1.2050, -2.6120, -3.6319], [-0.4185, -1.5981, -3.1223], [0.1639, -1.6825, -1.9204], [3.2991, -0.4085, 0.8554], [4.4405, -0.0764, 1.5612], [5.2101, 0.9876, 1.1206], [4.8178, 1.6948, -0.0071], [3.6492, 1.3293, -0.6430], [2.9097, 0.2947, -0.2312], [3.4367, -2.5756, 2.8063], [0.3688, -4.7846, 0.9186], [-0.9432, -4.7152, -0.9914], [-2.0317, -4.5522, -3.2235], [-1.6460, -2.5120, -4.6129], [-0.2418, -0.6845, -3.6775], [4.7246, -0.6519, 2.4307], [6.1122, 1.2607, 1.6512], [5.3998, 2.5228, -0.3840], [3.2868, 1.8684, -1.5091], [-2.1765, 7.7717, -1.9472], [-1.3785, 6.0872, -1.6856], [-0.9691, 5.7204, -0.4093], [-0.3839, 4.4832, -0.2210], [-0.2150, 3.6213, -1.3032], [-0.6261, 4.0026, -2.5793], [-1.2109, 5.2398, -2.7737], [0.3906, 2.3059, -1.0896], [0.7861, 1.9117, 0.0412], [0.4933, 1.4519, -2.0634], [-1.1084, 6.3996, 0.4194], [-0.0551, 4.1750, 0.7623], [-0.4832, 3.3285, -3.4126], [-1.5343, 5.5502, -3.7568], [-4.9438, -0.1649, 3.4010], [-4.8468, -0.3442, 2.0662], [-5.7868, -0.5807, 1.3409], [-3.4570, -0.2568, 1.4698], [-3.3752, 0.0013, 0.1073], [-2.1372, 0.0419, -0.4937], [-1.0017, -0.1685, 0.1902], [-1.0767, -0.4115, 1.5033], [-2.2822, -0.4673, 2.1767], [-5.8634, -0.2015, 3.8100], [-4.1848, 0.1679, 3.9663], [-4.2822, 0.1480, -0.4620], [-2.0372, 0.2436, -1.5531], [-0.1430, -0.5846, 2.0230], [-2.2813, -0.7085, 3.2307]], "multiplicity": 3, "relative_energy_kj_mol": 0.2, "orbital_gap_ev": [5.88, 5.82], "total_charge": 1}